# 1
C12H14Br12F2NS as an isolated structure, computed with ωB97M-V/def2-TZVPD.

Positions of all 42 atoms, in Å:
C: 2.9166 1.7749 -0.2120
C: 2.5473 0.5469 -1.0900
C: 1.1320 -0.0206 -0.7872
F: 0.7764 0.0874 0.5135
S: -0.0284 0.8503 -1.9328
F: -0.2477 -0.1441 -3.1666
C: -1.6209 1.0433 -1.1424
C: -2.3438 2.1526 -1.5368
C: -3.6259 2.3160 -0.9634
C: -4.1033 1.3536 -0.0398
C: -3.1710 0.2539 0.2527
N: -1.9749 0.0920 -0.2797
H: 4.0098 1.9160 -0.2544
H: 2.6592 1.6072 0.8426
H: 2.4450 2.6790 -0.6308
H: 3.3093 -0.2456 -1.0523
H: 2.5530 0.9032 -2.1392
H: 1.1597 -1.0770 -1.1233
H: -1.9493 2.8647 -2.2656
H: -4.2382 3.1751 -1.2522
H: -5.0908 1.4922 0.3567
H: -3.4691 -0.5007 0.9660
C: 4.5687 -2.7176 -2.9677
Br: 4.8827 -4.2405 -4.0996
Br: 6.0308 -1.4640 -3.0175
Br: 2.8833 -1.8562 -3.3731
H: 4.5001 -3.0857 -1.9505
C: -3.0804 2.9021 3.9469
Br: -4.7692 3.7935 4.1886
Br: -2.9215 2.1683 2.1535
Br: -1.5893 4.0410 4.3851
H: -3.0573 2.0657 4.6346
C: -6.8414 -1.0914 2.1851
Br: -6.5861 -2.7053 1.1628
Br: -5.3113 0.0904 2.0300
Br: -8.4779 -0.1910 1.7152
H: -6.9214 -1.3801 3.2253
C: 7.0177 -3.9867 0.6215
Br: 5.2880 -3.1543 0.8683
Br: 7.2186 -4.6901 -1.1618
Br: 8.4556 -2.7929 1.0865
H: 7.0652 -4.8255 1.3038

LUMO energy (eV): -4.848
Charge: +1
Electronic energy (eV): -870929.7044
Highest occupied orbital energy (eV): -12.14
Frontier orbital gap (eV): 7.3
Strongest force on any atom (eV/Å): 4.2

# 2
One molecule with the formula C12H14Br2ClOP, computed with ωB97M-V/def2-TZVPD.

Positions of all 31 atoms, in Å:
O: -1.8495 -1.0737 -1.6649
P: -0.7524 -0.0940 -1.7370
C: 0.8152 -0.7460 -1.0485
C: 0.7123 -1.7441 0.0863
C: 0.6813 -1.3243 1.5693
C: -0.4875 -1.0159 2.2512
C: -0.3431 -0.5002 3.6218
C: 0.8602 -0.4394 4.2795
Cl: 0.9694 -0.1062 6.0373
C: 2.0306 -0.8854 3.6091
C: 1.9073 -1.3539 2.3161
C: -1.3752 1.2387 -0.9276
C: -1.2332 2.3779 -1.9505
Br: 0.6903 2.9349 -1.6156
C: -1.0148 1.7910 -3.3384
Br: -2.8585 1.5617 -4.0380
C: -0.4209 0.4841 -3.3098
H: 1.4509 0.1121 -0.7547
H: 1.3927 -1.3158 -1.8444
H: 1.6567 -2.3247 0.0841
H: -0.1494 -2.3918 -0.0701
H: -1.4608 -1.0281 1.7450
H: -1.2348 -0.2685 4.2217
H: 2.9096 -0.8330 4.3811
H: 2.9140 -1.6699 1.8599
H: -0.8159 1.4425 0.0606
H: -2.4101 1.1051 -0.7009
H: -1.9743 3.2113 -1.6914
H: -0.4232 2.4382 -4.0068
H: -0.8020 -0.1940 -4.0648
H: 0.6148 0.6114 -3.3598

LUMO energy (eV): 0.243
Electronic energy (eV): -176614.1461
Highest occupied orbital energy (eV): -9.21
SMILES: O=P1(CCc2ccc(Cl)cc2)C[C@@H](Br)[C@H](Br)C1
Frontier orbital gap (eV): 9.5
Relative energy (zero: lowest compared OMol25 entry of this formula, charge and spin) (kcal per mole): 44.5
Strongest force on any atom (eV/Å): 5.8

# 3
C12H14CaIN3O3 as an isolated structure, computed with ωB97M-V/def2-TZVPD.

Positions of all 34 atoms, in Å:
C: -0.2533 1.0633 3.4080
C: 0.0348 -1.2342 4.7050
H: 0.5116 1.4604 4.0868
H: -0.9418 0.3796 3.8998
H: -0.8225 1.9263 3.0391
H: 0.8622 -0.8005 4.1355
H: 0.3144 -2.2764 4.8987
H: -0.9420 -1.2585 4.2055
C: 0.5156 2.8204 -1.5326
C: 0.1085 3.6026 -2.6171
C: -0.3894 2.9688 -3.7572
C: -0.4900 1.5697 -3.7748
H: 0.9020 3.2738 -0.6130
H: 0.1877 4.6912 -2.5556
H: -0.7020 3.5349 -4.6329
H: -0.8795 1.0262 -4.6312
N: 0.4485 1.4665 -1.5588
C: -0.0756 0.8363 -2.6472
C: -0.1956 -0.6467 -2.5692
N: 0.2459 -1.2444 -1.4226
C: 0.1445 -2.5774 -1.2583
C: -0.8665 -2.8050 -3.4304
C: -0.4221 -3.4023 -2.2404
H: 0.5230 -2.9834 -0.3117
H: -0.4951 -4.4636 -2.0578
C: -0.7510 -1.4285 -3.5940
H: -1.0818 -0.9282 -4.5024
H: -1.3002 -3.4164 -4.2206
Ca: 1.5301 0.0682 0.0205
I: 4.3361 -0.3969 -0.0375
O: -0.9168 0.3057 6.2362
N: -0.1021 -0.6272 6.0873
O: 0.5875 -1.1099 7.0083
O: 0.3750 0.6056 2.2346

LUMO energy (eV): -1.625
Electronic energy (eV): -49821.9497
Highest occupied orbital energy (eV): -7.26
Frontier orbital gap (eV): 5.6
Relative energy (zero: lowest compared OMol25 entry of this formula, charge and spin) (kcal per mole): 18.0
Strongest force on any atom (eV/Å): 3.4

# 4
C12H14F18KN3O15S6 as an isolated structure, computed with ωB97M-V/def2-TZVPD.

Positions of all 69 atoms, in Å:
K: 0.4764 -0.0573 1.1302
C: -1.2953 -3.0555 3.1508
F: -1.5232 -1.8166 2.7703
F: -1.8184 -3.3471 4.3212
F: -1.8654 -3.8350 2.2285
S: 0.5968 -3.3603 3.2334
O: 1.0579 -2.6521 4.3976
O: 0.7744 -4.7950 3.3444
N: 1.1107 -2.6330 1.7686
S: 2.0291 -3.6667 1.0521
O: 3.1981 -4.0035 1.8269
O: 1.2804 -4.7420 0.4406
C: 2.6498 -2.6268 -0.4267
F: 1.7556 -2.5496 -1.3958
F: 2.9052 -1.3614 -0.0900
F: 3.7892 -3.1937 -0.8334
C: 0.3205 -0.2467 -6.4720
F: -0.3415 -1.2613 -6.9598
F: 1.6236 -0.3415 -6.7410
F: -0.0653 0.9207 -6.9948
S: 0.0778 -0.1347 -4.5806
O: -1.3459 0.1499 -4.4496
O: 0.5037 -1.4451 -4.1313
N: 1.1593 1.0600 -4.1758
S: 0.7454 1.4931 -2.7323
O: -0.4888 2.2141 -2.5501
O: 0.9763 0.4788 -1.7218
C: 2.1420 2.8082 -2.3564
F: 1.7177 3.9816 -2.8627
F: 2.3567 2.8907 -1.0680
F: 3.2689 2.4861 -3.0053
C: 0.3047 2.0416 6.0271
F: 1.1439 2.8066 6.7245
F: 0.4838 0.7744 6.3838
F: -0.9620 2.3914 6.2708
S: 0.5631 2.3429 4.1541
O: -0.3880 1.5165 3.4330
O: 0.3841 3.7736 4.0851
N: 2.1097 1.6789 3.9046
S: 2.7893 2.7529 2.9788
O: 2.0742 2.9921 1.7213
O: 3.3855 3.9208 3.6204
C: 4.3238 1.8126 2.4022
F: 4.9534 2.5639 1.5048
F: 5.1475 1.5905 3.4307
F: 3.9604 0.6606 1.8592
C: -3.9673 -1.9831 -3.3088
O: -4.0227 -2.1367 -1.9064
C: -2.8975 -2.6419 -1.2620
C: -1.7033 -1.7024 -0.9859
O: -1.9562 -0.5441 -0.1873
C: -2.7352 0.4455 -0.8273
C: -2.7209 1.7137 -0.0034
O: -1.3890 2.0952 0.2305
C: -1.1515 3.4634 0.4430
H: -4.9637 -1.6917 -3.6368
H: -3.8014 -2.9755 -3.7510
H: -3.1689 -1.2949 -3.5934
H: -2.4261 -3.4920 -1.7744
H: -3.1913 -3.0495 -0.2918
H: -1.3310 -1.4026 -1.9749
H: -0.8678 -2.3158 -0.6446
H: -3.7339 0.1092 -1.1296
H: -2.3406 0.6815 -1.8236
H: -3.3112 1.7543 0.9197
H: -3.1576 2.4929 -0.6489
H: -1.5736 3.8650 1.3730
H: -1.5556 4.0331 -0.3996
H: -0.0785 3.5985 0.5654

LUMO energy (eV): 3.977
Charge: -2
Electronic energy (eV): -178105.4931
Highest occupied orbital energy (eV): -5.14
Frontier orbital gap (eV): 9.1
Relative energy (zero: lowest compared OMol25 entry of this formula, charge and spin) (kcal per mole): 30.9
Strongest force on any atom (eV/Å): 3.8

# 5
C12H14F3GeNO8RhS as an isolated structure, computed with ωB97M-V/def2-TZVPD.

Positions of all 41 atoms, in Å:
Rh: 0.0044 -0.1037 -0.3451
O: 1.9132 -1.1420 5.1445
C: 1.5348 -0.9347 3.8591
C: 2.2803 -0.1282 2.9980
C: 1.8275 0.0373 1.7098
N: 0.7114 -0.5770 1.3380
C: -0.0343 -1.3423 2.1295
C: 0.3673 -1.5599 3.4257
C: -1.3000 -1.8623 1.4485
O: -1.9948 -2.6704 2.0306
O: -1.5065 -1.3534 0.2754
C: 2.4692 0.8793 0.6054
O: 3.5300 1.4308 0.8333
O: 1.7753 0.9351 -0.4830
H: 2.6944 -0.6121 5.3353
H: 3.1884 0.3767 3.3030
H: -0.2341 -2.1688 4.0844
C: -2.1957 -1.1665 -3.0897
Ge: -0.2919 -0.7357 -3.2114
C: 0.5055 -1.5989 -4.7815
C: -0.0550 1.2084 -3.3234
C: 0.6520 -1.4602 -1.6035
H: -2.7155 -0.9317 -4.0200
H: -2.6601 -0.6077 -2.2761
H: -2.3237 -2.2266 -2.8696
H: -0.0001 -1.2776 -5.6936
H: 0.4169 -2.6821 -4.6974
H: 1.5621 -1.3417 -4.8593
H: -0.4484 1.5785 -4.2716
H: 1.0005 1.4662 -3.2412
H: -0.5815 1.7242 -2.5158
H: 1.7311 -1.4451 -1.7764
H: 0.3088 -2.4822 -1.4247
F: -0.0403 3.7017 2.6528
C: -1.3118 3.6449 2.2370
F: -1.4508 4.5080 1.2234
F: -2.0890 4.0690 3.2438
S: -1.7784 1.9365 1.7359
O: -1.5205 1.1441 2.9129
O: -3.1394 2.0597 1.2974
O: -0.8010 1.7103 0.6594

LUMO energy (eV): 2.416
Charge: -1
Electronic energy (eV): -109056.8747
Highest occupied orbital energy (eV): -6.34
Frontier orbital gap (eV): 8.8
Relative energy (zero: lowest compared OMol25 entry of this formula, charge and spin) (kcal per mole): 0.0
Strongest force on any atom (eV/Å): 0.4

# 6
A 2-piece molecular cluster, C12H14IN2 overall, computed with ωB97M-V/def2-TZVPD.

Positions of all 29 atoms, in Å:
I: 15.1975 15.4526 8.0038
C: 13.4898 17.4622 5.0830
N: 14.6008 17.8850 4.2867
C: 14.3434 18.2045 2.9888
C: 15.3244 18.5041 2.1087
C: 16.6805 18.5986 2.5103
C: 16.8927 18.3895 3.8747
C: 15.8976 17.9790 4.7527
C: 17.8004 18.8690 1.5297
C: 18.1210 18.0420 0.3847
C: 19.1732 18.3886 -0.4377
N: 19.8389 19.5558 -0.1611
C: 19.6706 20.3166 0.9215
C: 18.6526 20.0206 1.7816
C: 20.8652 19.8993 -1.1090
H: 12.7621 18.2718 5.1377
H: 13.8696 17.3022 6.0921
H: 13.1860 16.5351 4.5968
H: 13.3447 18.1998 2.5779
H: 15.0618 18.7493 1.0902
H: 17.9125 18.2737 4.2109
H: 16.0964 17.7144 5.7808
H: 17.5965 17.1347 0.1238
H: 19.2978 17.9161 -1.4008
H: 20.2797 21.1870 1.1162
H: 18.5101 20.7078 2.6025
H: 20.9984 20.9807 -1.1392
H: 20.6683 19.4542 -2.0844
H: 21.7824 19.3483 -0.9013

LUMO energy (spin up / spin down) (eV): -1.124 / -1.292
Electronic energy (eV): -23749.4998
Highest occupied orbital energy (spin up / spin down) (eV): -6.13 / -6.13
Expectation value of S²: 0.77
Frontier orbital gap (spin up / spin down) (eV): 5.0 / 4.8
Multiplicity: 2
Strongest force on any atom (eV/Å): 3.1

# 7
C12H14IN3O3Pt as an isolated structure, computed with ωB97M-V/def2-TZVPD.

Positions of all 34 atoms, in Å:
C: 3.1918 3.7764 1.3901
C: 4.3096 2.8070 0.9742
H: 2.8836 4.3804 0.5400
H: 3.5892 4.4218 2.1674
H: 2.3128 3.2779 1.7764
H: 4.0006 2.0210 0.2697
H: 5.0985 3.3831 0.4942
H: 4.7368 2.3079 1.8442
C: -2.8629 1.2151 -0.2793
C: -4.0566 1.0161 -0.9581
C: -4.2386 -0.1283 -1.7452
C: -3.2360 -1.0701 -1.8119
H: -2.6529 2.0842 0.3526
H: -4.8338 1.7766 -0.8685
H: -5.1445 -0.2804 -2.3216
H: -3.2879 -1.9897 -2.3867
N: -1.8525 0.3370 -0.4373
C: -2.0590 -0.8269 -1.0985
C: -0.9548 -1.7349 -1.0731
N: 0.1212 -1.2794 -0.3683
C: 1.2058 -2.0778 -0.2347
C: 0.1408 -3.8256 -1.5466
C: 1.2237 -3.3580 -0.7854
H: 2.0278 -1.7158 0.3681
H: 2.1044 -3.9812 -0.6734
C: -0.9605 -2.9973 -1.6724
H: -1.8416 -3.2721 -2.2633
H: 0.1267 -4.8086 -2.0153
Pt: 0.0150 0.6627 0.4163
I: -0.0283 3.0791 0.6604
O: -1.0398 -0.6909 2.7228
N: 0.1845 -0.8351 2.8758
O: 0.7592 -1.4178 3.7748
O: 1.0181 -0.2564 1.9127

LUMO energy (spin up / spin down) (eV): -7.841 / -11.659
Charge: +2
Electronic energy (eV): -34606.4033
Highest occupied orbital energy (spin up / spin down) (eV): -16.00 / -16.34
Expectation value of S²: 6.02
Frontier orbital gap (spin up / spin down) (eV): 8.2 / 4.7
Multiplicity: 5
Relative energy (zero: lowest compared OMol25 entry of this formula, charge and spin) (kcal per mole): 0.0
Strongest force on any atom (eV/Å): 2.8

Number 1 is which compound?
C12H14Br12F2NS

Which of these has the highest strongest force on any atom?
C12H14Br2ClOP

Among the records above, which one has the highest electronic energy?
C12H14IN2

Which of these has the highest strongest force on any atom?
C12H14Br2ClOP